Computed, not measured: a cluster of 12 separate species, C76H168N11O15P in total in a non-equilibrium geometry, with ωB97M-V/def2-TZVPD.

For the lowest unoccupied orbital energy, the calculation gives -3.42 eV. Its HOMO energy is -7.78 eV. As for the net charge: +2. The gap between HOMO and LUMO comes out at 4.4 eV.

```
271
C76H168N11O15P, DFT ωB97M-V/def2-TZVPD
C 32.08 16.10 -0.81
C 33.28 16.14 0.15
C 32.84 16.01 1.71
C 34.07 16.02 2.73
P 34.91 14.34 3.06
C 33.87 13.28 4.04
C 34.55 11.96 4.40
C 34.08 11.29 5.75
C 34.34 12.00 7.10
C 35.39 13.50 1.38
C 34.27 12.65 0.66
C 34.67 12.44 -0.84
C 33.54 11.73 -1.68
C 36.41 14.65 4.12
C 37.81 14.66 3.42
C 38.96 15.33 4.19
C 39.31 14.54 5.47
H 31.49 15.18 -0.74
H 32.35 16.00 -1.86
H 31.31 16.86 -0.68
H 33.74 17.12 0.05
H 34.12 15.52 -0.17
H 32.17 15.14 1.77
H 32.21 16.87 1.94
H 33.65 16.40 3.65
H 34.80 16.75 2.37
H 32.87 13.13 3.63
H 33.73 13.96 4.88
H 35.64 11.93 4.49
H 34.44 11.27 3.56
H 34.58 10.33 5.90
H 33.03 11.01 5.82
H 35.38 12.32 7.23
H 33.98 11.36 7.91
H 33.73 12.89 7.24
H 36.24 12.82 1.46
H 35.76 14.37 0.83
H 33.26 13.05 0.78
H 34.26 11.73 1.24
H 35.56 11.83 -0.96
H 35.05 13.40 -1.20
H 33.52 10.67 -1.42
H 33.64 11.56 -2.75
H 32.52 12.02 -1.47
H 36.40 14.01 5.01
H 36.38 15.67 4.49
H 37.67 15.08 2.43
H 38.13 13.63 3.29
H 38.90 16.39 4.45
H 39.77 15.18 3.48
H 38.86 13.55 5.45
H 38.88 15.01 6.35
H 40.37 14.45 5.73
C 27.11 22.15 18.88
C 26.28 23.18 18.24
C 25.52 22.76 16.93
C 24.28 21.80 17.08
N 23.46 21.46 15.79
C 22.37 20.36 15.97
C 22.66 19.27 14.96
C 23.58 19.84 13.82
C 24.32 20.84 14.74
C 22.93 22.77 15.23
H 26.52 21.32 19.26
H 27.77 22.51 19.67
H 27.70 21.61 18.14
H 26.97 23.95 17.89
H 25.65 23.74 18.94
H 26.25 22.37 16.22
H 25.24 23.73 16.52
H 23.58 22.13 17.85
H 24.61 20.83 17.43
H 21.42 20.85 15.78
H 22.62 19.84 16.90
H 21.72 18.82 14.63
H 23.11 18.40 15.43
H 23.15 20.49 13.05
H 24.07 19.05 13.25
H 24.89 21.59 14.20
H 25.18 20.37 15.22
H 22.32 23.17 16.04
H 22.20 22.65 14.43
H 23.65 23.58 15.10
C 25.51 7.13 4.61
C 27.08 6.77 4.51
C 27.47 5.55 5.38
C 27.07 5.96 6.81
N 27.26 4.86 7.92
C 26.78 5.45 9.29
C 27.59 4.56 10.31
C 28.77 3.95 9.66
C 28.66 4.56 8.32
C 26.57 3.58 7.58
H 25.02 6.17 4.79
H 25.08 7.60 3.72
H 25.36 7.70 5.53
H 27.80 7.56 4.70
H 27.35 6.41 3.52
H 28.55 5.40 5.39
H 26.99 4.61 5.13
H 25.99 6.10 6.84
H 27.62 6.82 7.20
H 25.70 5.34 9.24
H 27.05 6.50 9.26
H 26.98 3.77 10.75
H 27.86 5.32 11.05
H 28.79 2.86 9.69
H 29.76 4.27 9.99
H 29.31 4.01 7.64
H 29.27 5.46 8.25
H 26.85 2.94 8.42
H 27.05 3.14 6.71
H 25.50 3.82 7.53
C 21.63 15.06 18.98
C 20.77 14.39 20.17
C 19.22 14.64 20.31
C 18.70 16.12 20.40
N 17.40 16.30 21.16
C 17.06 17.85 21.44
C 16.21 17.75 22.71
C 16.33 16.33 23.37
C 17.51 15.78 22.64
C 16.29 15.71 20.33
H 21.19 15.31 18.01
H 22.59 14.55 18.88
H 21.77 16.13 19.15
H 21.32 14.36 21.11
H 20.87 13.31 20.03
H 18.96 13.94 21.11
H 18.81 14.14 19.43
H 18.62 16.67 19.46
H 19.43 16.68 20.99
H 16.54 18.27 20.59
H 18.08 18.23 21.43
H 15.19 18.09 22.53
H 16.62 18.50 23.39
H 15.40 15.77 23.31
H 16.51 16.57 24.42
H 17.47 14.69 22.76
H 18.43 16.06 23.14
H 15.38 15.75 20.93
H 16.51 14.67 20.09
H 16.10 16.35 19.47
C 28.45 18.72 11.85
C 27.53 18.25 10.62
C 27.87 16.79 10.42
C 27.16 16.05 9.28
N 27.30 14.54 9.19
C 28.74 14.13 8.84
C 28.67 13.05 7.76
C 27.18 12.83 7.52
C 26.51 14.07 7.87
C 26.95 13.87 10.56
C 25.67 14.24 11.13
C 25.23 13.37 12.24
H 29.47 18.96 11.53
H 28.52 18.10 12.74
H 28.10 19.63 12.35
H 27.68 18.86 9.73
H 26.48 18.52 10.74
H 27.86 16.20 11.34
H 28.93 16.87 10.21
H 27.50 16.56 8.39
H 26.07 16.10 9.33
H 29.28 13.80 9.72
H 29.22 15.04 8.47
H 29.11 12.07 7.97
H 28.95 13.32 6.74
H 26.77 12.03 8.15
H 27.00 12.61 6.47
H 25.53 13.80 8.25
H 26.54 14.78 7.05
H 27.75 13.92 11.30
H 26.92 12.84 10.21
H 24.90 14.28 10.35
H 25.72 15.22 11.59
H 25.06 12.32 11.99
H 24.27 13.81 12.52
H 25.75 13.53 13.19
C 23.05 18.40 3.22
C 23.22 19.57 2.18
C 24.72 19.88 1.78
C 25.31 20.68 3.01
N 26.64 21.40 2.77
C 27.79 20.31 2.61
C 27.92 19.87 4.04
C 27.62 21.14 4.93
C 27.02 22.19 4.04
C 26.62 22.29 1.56
C 25.55 23.27 1.37
C 25.94 23.94 0.06
H 22.78 18.78 4.21
H 23.97 17.85 3.35
H 22.25 17.74 2.88
H 22.80 20.52 2.49
H 22.59 19.46 1.30
H 24.92 20.37 0.83
H 25.09 18.86 1.65
H 25.25 20.21 3.98
H 24.68 21.56 3.19
H 28.71 20.77 2.27
H 27.54 19.60 1.83
H 28.94 19.50 4.16
H 27.29 18.99 4.14
H 28.31 21.65 5.59
H 26.76 20.95 5.57
H 27.79 22.94 3.85
H 26.25 22.74 4.59
H 26.97 21.74 0.69
H 27.51 22.90 1.68
H 25.48 23.85 2.29
H 24.59 22.74 1.33
H 26.79 24.59 0.25
H 25.16 24.65 -0.22
H 26.01 23.20 -0.74
C 27.38 10.07 18.32
C 27.52 9.87 16.70
C 28.93 10.03 16.21
C 29.39 11.51 16.55
N 30.95 11.88 16.34
C 31.21 13.36 16.75
C 31.17 14.21 15.47
C 31.97 13.31 14.51
C 31.51 11.85 14.89
C 31.73 10.80 17.15
C 31.44 10.55 18.64
C 32.67 9.75 19.34
H 28.22 9.68 18.89
H 26.39 9.71 18.61
H 27.31 11.13 18.58
H 26.82 10.63 16.37
H 27.07 8.90 16.49
H 28.99 10.02 15.13
H 29.58 9.30 16.68
H 29.17 11.84 17.56
H 28.89 12.11 15.78
H 32.16 13.37 17.29
H 30.46 13.68 17.47
H 31.62 15.19 15.62
H 30.11 14.18 15.20
H 33.02 13.37 14.78
H 31.82 13.50 13.44
H 32.35 11.15 14.85
H 30.68 11.44 14.31
H 32.74 11.20 17.05
H 31.74 9.89 16.55
H 30.54 9.95 18.69
H 31.26 11.47 19.20
H 32.48 9.40 20.35
H 33.63 10.26 19.38
H 32.90 8.80 18.84
N 23.31 9.25 9.17
O 23.17 8.50 8.11
O 24.12 9.05 10.06
O 22.63 10.29 9.22
N 26.64 14.15 1.19
O 27.54 13.65 1.86
O 27.02 15.16 0.57
O 25.54 13.69 1.29
N 27.44 16.61 16.87
O 26.77 16.61 15.84
O 27.39 15.54 17.48
O 28.01 17.59 17.33
N 33.62 17.47 8.74
O 33.29 18.40 9.40
O 33.31 16.40 9.28
O 33.96 17.56 7.55
N 23.46 20.76 8.08
O 22.87 21.29 7.11
O 23.85 21.52 8.97
O 23.51 19.63 8.11
```

Results of the Löwdin charge analysis, in e, for atoms 1 through 2: number 1, C, carries -0.106; number 2, C, carries -0.236